Record 1
ORCA calculation (the ωB97M-V functional and the def2-TZVPD basis) on one molecule with the formula C4H6N2O3S3.

The geometry in XYZ format:
```
18
Properties=species:S:1:pos:R:3:forces:R:3:lowdin_charge:R:1
C -0.863 0.861 -2.512 -0.11 1.34 1.21 -0.467
C 1.870 -0.451 1.055 1.06 2.19 -1.36 -0.822
C -0.174 0.692 -0.065 1.24 0.29 -1.44 -0.705
C 1.583 -1.872 0.806 -2.15 -0.14 0.75 -0.118
N -0.638 2.037 -2.059 0.03 -0.20 0.14 -0.039
N -0.284 2.087 -0.725 -0.73 -2.95 0.74 -0.019
O 1.166 0.642 0.513 -1.56 -0.89 -0.10 -0.200
O -2.735 0.499 0.441 -1.92 -1.69 -0.30 -0.350
O -1.273 -0.924 1.861 0.37 -1.69 -0.07 -0.444
S -0.577 -0.492 -1.433 0.32 0.26 0.50 0.964
S 3.288 0.051 1.670 -0.27 -0.28 0.44 0.772
S -1.404 0.407 1.340 -0.17 2.72 0.65 0.878
H -1.419 0.774 -3.421 0.28 -0.36 -0.63 0.070
H 0.679 -2.180 1.340 -0.32 0.30 -0.02 0.077
H 1.387 -2.194 -0.212 0.58 0.26 -0.22 0.075
H 2.331 -2.372 1.355 1.14 -0.92 -0.16 0.053
H 0.442 2.745 -0.480 0.14 -0.12 -0.08 0.130
H -3.378 -0.309 0.525 2.08 1.88 -0.07 0.146
```
Positions in Å, forces in eV/Å.

Results
Kohn-Sham gap = 0.31762 Ha
ΔE to the lowest compared entry with this formula, charge and spin = 27.0 kcal/mol
Charge = 0

---

Record 2
ORCA calculation (the ωB97M-V functional and the def2-TZVPD basis) on one molecule with the formula C4H6N2O5S.

The geometry in XYZ format:
```
18
Properties=species:S:1:pos:R:3:forces:R:3:lowdin_charge:R:1
C 2.361 -0.320 -0.336 -1.25 1.58 0.85 -0.008
C 2.046 -0.134 0.960 -3.17 -1.40 -5.13 -0.020
C 1.126 -0.175 -1.246 0.00 -2.43 3.18 -0.058
C 0.100 -0.170 -0.128 -2.91 -1.98 1.26 -0.303
N -1.789 1.250 1.376 1.55 -0.91 -1.64 -0.006
N -0.825 -1.754 -0.127 2.46 1.16 -1.14 -0.336
O -0.901 -2.298 -1.214 -0.27 0.20 1.44 0.057
O -1.110 -2.145 0.969 -0.47 -0.21 -0.42 0.090
O -1.056 2.093 -0.938 0.35 1.11 0.17 -0.282
O -2.407 0.034 -0.861 0.56 1.60 1.70 -0.285
O 0.655 -0.135 1.126 0.37 0.49 -0.31 -0.027
S -1.440 0.927 -0.223 0.28 -2.06 -1.52 0.689
H 3.264 0.076 -0.648 2.09 -0.26 -0.86 0.083
H 2.586 -0.032 1.786 2.12 0.43 3.29 0.088
H 1.039 0.744 -1.680 0.29 2.51 -1.60 0.087
H 0.932 -0.983 -1.950 -0.01 0.03 0.01 0.127
H -1.930 2.181 1.645 0.53 1.96 -0.11 0.066
H -2.650 0.841 1.490 -2.51 -1.83 0.81 0.037
```
Positions in Å, forces in eV/Å.

Results
Kohn-Sham gap = 0.36377 Ha
SMILES string = NS(=O)(=O)[C@@]1([N+](=O)[O-])CC=CO1
ΔE to the lowest compared entry with this formula, charge and spin = 64.0 kcal/mol
Charge = 0

---

Record 3
ORCA calculation (the ωB97M-V functional and the def2-TZVPD basis) on one molecule with the formula C4H6N2OS.

The geometry in XYZ format:
```
14
Properties=species:S:1:pos:R:3:forces:R:3:lowdin_charge:R:1
C 0.848 -0.239 1.790 1.31 2.40 1.41 -0.041
C 0.245 -0.314 0.442 -0.46 -1.51 3.15 -0.447
C -0.630 -0.135 -1.541 -2.27 -1.50 -3.69 -0.449
C -0.715 0.341 -0.201 0.11 2.90 0.38 -0.500
H 1.997 -0.600 1.649 -2.87 0.36 1.01 0.128
H 0.138 -0.757 2.623 2.22 1.23 -1.93 0.146
H 0.975 0.945 1.967 -0.47 -2.75 0.27 0.109
H 1.480 -1.737 0.010 2.20 -0.91 -0.72 0.116
H -2.024 0.640 -2.471 0.94 -0.05 -0.75 0.049
H -0.486 2.629 -0.308 -0.13 0.25 0.05 -0.122
N 0.565 -1.462 -0.158 -1.90 0.69 -1.91 0.089
N -1.197 0.045 -2.718 -0.11 0.82 3.39 0.114
O 0.155 -1.267 -1.507 1.20 -1.02 0.12 0.029
S -1.352 1.910 0.423 0.22 -0.90 -0.76 0.780
```
Positions in Å, forces in eV/Å.

Results
Kohn-Sham gap = 0.32702 Ha
SMILES string = [H]/N=c1/o[nH]c(C)c1S
ΔE to the lowest compared entry with this formula, charge and spin = 108.3 kcal/mol
Charge = 0

---

Record 4
ORCA calculation (the ωB97M-V functional and the def2-TZVPD basis) on one molecule with the formula C4H6N2OS.

The geometry in XYZ format:
```
14
Properties=species:S:1:pos:R:3:forces:R:3:lowdin_charge:R:1
C -0.650 -0.445 0.177 0.22 1.39 -0.02 -0.572
C 2.096 -0.014 -0.026 -0.22 0.62 1.15 -0.302
C 1.023 0.958 -0.496 1.45 -1.96 -0.74 -0.445
C 0.041 0.830 0.573 -0.61 0.71 -0.49 -0.263
H -3.531 -0.121 -0.598 -1.15 0.10 -0.78 0.054
H -2.495 1.169 -0.201 -0.41 -1.01 0.07 0.102
H 2.986 -0.129 -0.633 -0.17 -0.60 -0.49 0.074
H 2.439 0.224 1.005 -0.30 -0.36 -0.63 0.092
H 0.723 0.643 -1.498 -0.27 0.41 0.01 0.148
H 0.513 0.839 1.522 -0.01 -0.50 0.94 0.128
N -2.828 0.205 0.007 1.75 0.48 0.73 0.020
N -1.824 -0.764 -0.103 -0.20 -0.16 -0.10 -0.037
O 0.450 2.085 -0.035 -1.14 2.06 0.24 0.072
S 0.830 -1.461 -0.001 1.05 -1.18 0.11 0.929
```
Positions in Å, forces in eV/Å.

Results
Kohn-Sham gap = 0.34457 Ha
SMILES string = N/N=C1/SC[C@@H]2O[C@@H]12
ΔE to the lowest compared entry with this formula, charge and spin = 148.1 kcal/mol
Charge = 0

---

Record 5
ORCA calculation (the ωB97M-V functional and the def2-TZVPD basis) on one molecule with the formula C4H6N2S.

The geometry in XYZ format:
```
13
Properties=species:S:1:pos:R:3:forces:R:3:lowdin_charge:R:1
C 0.298 1.787 -0.037 0.18 -2.08 0.16 -0.148
C 0.966 0.639 0.036 2.22 -2.37 -0.20 -0.171
C -1.488 0.265 0.141 5.11 -0.53 -0.90 -0.767
C 0.539 -1.808 -0.142 1.17 -1.31 1.69 -0.118
N -1.074 1.537 0.033 -0.11 1.31 -0.18 0.011
N 0.171 -0.451 0.061 -3.20 2.13 -0.09 -0.090
S -2.755 -0.665 0.197 -1.43 -0.48 0.08 0.657
H 0.807 2.636 0.212 0.27 2.67 0.30 0.072
H 2.095 0.464 0.130 -1.82 0.63 -0.29 0.149
H 0.202 -2.384 -0.966 -0.84 0.43 -1.64 0.060
H 1.648 -1.979 -0.168 -0.80 0.70 0.21 0.100
H 0.172 -2.452 0.664 0.08 0.31 0.42 0.077
H -1.581 2.409 -0.163 -0.83 -1.42 0.43 0.168
```
Positions in Å, forces in eV/Å.

Results
Kohn-Sham gap = 0.30432 Ha
SMILES string = Cn1cc[nH]c1=S
ΔE to the lowest compared entry with this formula, charge and spin = 58.7 kcal/mol
Charge = 0

---

Record 6
ORCA calculation (the ωB97M-V functional and the def2-TZVPD basis) on one molecule with the formula C4H6N2S.

The geometry in XYZ format:
```
13
Properties=species:S:1:pos:R:3:forces:R:3:lowdin_charge:R:1
C 1.591 1.058 0.695 0.75 -0.67 0.88 -0.242
C 1.833 -0.256 1.061 -0.45 0.38 -0.45 -0.374
C -0.278 0.771 -0.735 0.69 -0.25 -0.55 -0.160
C -1.710 0.764 -0.991 -0.60 0.09 0.21 -0.085
N 0.477 1.310 0.047 -0.90 0.54 -0.39 0.022
N 1.587 -2.793 0.751 0.30 0.07 -0.10 -0.415
S 0.765 -1.461 0.538 0.36 -0.03 0.37 0.889
H 2.236 1.880 0.950 0.14 0.07 0.01 0.106
H 2.717 -0.564 1.587 0.14 -0.11 0.10 0.068
H -2.036 -0.273 -1.057 -0.04 -0.01 -0.06 0.078
H -1.906 1.232 -1.957 0.01 -0.07 0.01 0.082
H -2.285 1.273 -0.213 -0.05 0.03 0.00 0.082
H 0.981 -3.590 0.612 -0.34 -0.04 -0.03 -0.051
```
Positions in Å, forces in eV/Å.

Results
Kohn-Sham gap (spin up / spin down) = 0.26872 / 0.25244 Ha
ΔE to the lowest compared entry with this formula, charge and spin = 101.3 kcal/mol
Charge = 0